(1)
DFT (wB97M-V/def2-TZVPD) results for a cluster of 3 separate species, C37H31BFO7 in total at a distorted geometry.

Structure (XYZ):
```
77
Properties=species:S:1:pos:R:3:lowdin_charge:R:1
C 2.989 -4.430 0.628 -0.003
C 2.117 -4.391 -0.502 0.069
B 1.226 -4.327 -1.882 -0.998
C -0.161 -5.146 -1.532 -0.118
C -1.329 -5.037 -2.683 -0.189
C -1.115 -6.038 -3.970 -0.149
F -0.135 -5.541 -4.976 -0.154
O 1.166 -3.075 -2.662 -0.015
C 2.001 -3.188 -3.897 -0.247
O 2.587 -1.860 -4.158 -0.080
C 2.960 -4.425 -3.410 -0.213
C 3.688 -5.396 -4.512 -0.179
C 3.349 -7.000 -4.310 -0.148
O 1.930 -5.265 -2.780 -0.082
H 3.786 -4.726 1.465 0.020
H 0.128 -6.284 -1.370 0.121
H -0.609 -4.686 -0.526 0.108
H -2.352 -5.375 -2.169 0.104
H -1.521 -3.905 -3.009 0.128
H -2.165 -6.081 -4.537 0.108
H -0.857 -7.148 -3.690 0.121
H 1.255 -3.379 -4.800 0.164
H 2.284 -1.550 -5.083 0.111
H 3.823 -3.960 -2.771 0.159
H 4.871 -5.291 -4.393 0.101
H 3.472 -5.085 -5.643 0.112
H 4.058 -7.707 -4.957 0.067
H 3.476 -7.334 -3.190 0.084
H 2.256 -7.166 -4.734 0.075
C -4.176 0.099 5.199 -0.068
C -4.677 0.792 4.098 -0.066
C -3.936 0.857 2.917 0.007
C -2.683 0.238 2.841 -0.089
C -2.171 -0.434 3.950 -0.082
C -2.924 -0.514 5.129 0.002
C -0.829 -1.049 3.897 -0.283
O -0.379 -1.643 4.870 0.088
C -0.033 -0.932 2.659 -0.098
C 1.264 -1.460 2.615 0.013
C 2.018 -1.364 1.443 -0.057
C 1.478 -0.751 0.313 -0.026
C 0.189 -0.219 0.356 0.021
C -0.564 -0.301 1.535 -0.129
C -1.914 0.296 1.582 -0.321
O -2.387 0.840 0.591 0.084
H -4.757 0.041 6.117 0.103
H -5.647 1.281 4.157 0.103
H -4.336 1.396 2.059 0.122
H -2.536 -1.048 5.994 0.119
H 1.692 -1.943 3.492 0.120
H 3.027 -1.771 1.413 0.092
H 2.063 -0.683 -0.602 0.119
H -0.225 0.262 -0.528 0.128
C -1.351 9.185 -1.322 -0.065
C -0.718 9.886 -0.296 -0.066
C -0.181 9.197 0.793 0.001
C -0.289 7.803 0.863 -0.086
C -0.944 7.105 -0.151 -0.083
C -1.466 7.796 -1.252 0.005
C -1.108 5.639 -0.064 -0.276
O -1.680 5.024 -0.955 0.105
C -0.580 4.927 1.117 -0.080
C -0.779 3.545 1.241 0.036
C -0.271 2.862 2.348 -0.023
C 0.442 3.552 3.327 -0.038
C 0.637 4.929 3.210 0.003
C 0.116 5.619 2.107 -0.091
C 0.296 7.081 2.010 -0.281
O 0.919 7.689 2.873 0.088
H -1.761 9.721 -2.175 0.105
H -0.639 10.970 -0.344 0.104
H 0.316 9.751 1.588 0.119
H -1.967 7.256 -2.053 0.121
H -1.332 2.999 0.479 0.114
H -0.431 1.790 2.444 0.083
H 0.844 3.018 4.186 0.111
H 1.191 5.462 3.981 0.119
```

Its charge is -1. The value obtained for the total energy is -2079.8567 a.u. The HOMO-LUMO gap comes out at 5.569 eV. For the molar mass, the calculation gives 617.5 g/mol.

***

(2)
DFT (wB97M-V/def2-TZVPD) results for a structure of composition C37H31ClIIrN4O2PS.

Structure (XYZ):
```
79
Properties=species:S:1:pos:R:3:lowdin_charge:R:1
Ir -1.068 -0.168 -0.271 0.734
C 2.732 -2.449 0.454 0.009
C 2.022 -2.939 -0.768 -0.233
N 2.651 -3.757 -1.579 0.137
C 2.066 -4.161 -2.725 -0.074
C 0.873 -3.659 -3.167 -0.139
C 0.362 -3.989 -4.546 -0.195
O 0.382 -2.852 -5.408 -0.055
C 0.193 -2.749 -2.322 -0.082
C -0.931 -2.028 -2.823 -0.062
N -1.465 -0.990 -2.281 -0.117
C -2.382 -0.263 -3.102 -0.366
C -2.109 -0.022 -4.445 -0.031
C -2.975 0.747 -5.207 -0.046
C -4.144 1.248 -4.652 -0.059
C -4.431 1.011 -3.314 -0.122
C -3.529 0.287 -2.558 -0.605
I -3.795 0.025 -0.509 1.200
C 0.693 -2.486 -1.052 -0.264
O 0.007 -1.864 -0.113 -0.236
H 3.708 -2.924 0.510 0.092
H 2.154 -2.663 1.351 0.078
H 2.865 -1.367 0.404 0.065
H 2.618 -4.890 -3.307 0.120
H -0.676 -4.322 -4.513 0.128
H 0.957 -4.806 -4.958 0.125
H 1.295 -2.660 -5.645 0.100
H -1.319 -2.339 -3.789 0.133
H -1.199 -0.420 -4.881 0.110
H -2.735 0.954 -6.241 0.117
H -4.831 1.834 -5.247 0.116
H -5.340 1.390 -2.868 0.106
Cl 0.804 0.781 -2.872 0.789
C 2.286 1.003 -1.999 -0.616
C 3.432 1.105 -2.770 -0.100
C 4.650 1.352 -2.166 -0.055
C 4.714 1.480 -0.791 -0.055
C 3.570 1.336 -0.026 -0.078
C 2.317 1.101 -0.601 -0.315
P 0.805 1.003 0.471 0.935
C 0.316 2.756 0.510 -0.399
C 0.907 3.708 1.335 -0.062
C 0.417 5.005 1.357 -0.056
C -0.659 5.363 0.558 -0.060
C -1.240 4.426 -0.282 -0.060
C -0.752 3.130 -0.306 -0.163
C 1.390 0.420 2.100 -0.338
C 0.836 -0.764 2.577 -0.165
C 1.258 -1.317 3.778 -0.060
C 2.242 -0.695 4.524 -0.056
C 2.781 0.504 4.079 -0.059
C 2.362 1.059 2.884 -0.101
H 3.358 1.009 -3.845 0.107
H 5.540 1.455 -2.772 0.116
H 5.656 1.696 -0.305 0.115
H 3.666 1.396 1.042 0.078
H 1.733 3.452 1.978 0.088
H 0.874 5.734 2.012 0.113
H -1.044 6.374 0.591 0.112
H -2.082 4.700 -0.904 0.112
H -1.221 2.391 -0.950 0.057
H 0.064 -1.263 2.020 0.041
H 0.810 -2.239 4.122 0.112
H 2.593 -1.137 5.447 0.112
H 3.535 1.012 4.666 0.113
H 2.797 2.000 2.589 0.080
C -4.215 0.553 6.122 -0.022
C -3.437 -0.165 5.064 -0.317
C -3.179 -1.531 5.124 -0.007
C -2.443 -2.074 4.090 -0.113
N -1.992 -1.352 3.064 0.055
C -2.309 -0.061 3.091 -0.746
S -1.805 1.034 1.793 0.605
N -3.000 0.560 4.035 0.095
H -4.287 -0.036 7.033 0.080
H -5.222 0.759 5.755 0.091
H -3.749 1.513 6.336 0.086
H -3.540 -2.138 5.941 0.113
H -2.186 -3.128 4.076 0.116
```

Its charge is +1. The value obtained for the total energy is -3399.6026 a.u. The HOMO-LUMO gap comes out at 6.712 eV. The energy relative to the best compared isomer or geometry (same formula, charge and spin) comes out at 74.3 kcal per mole. For the molar mass, the calculation gives 981.3 g/mol.

***

(3)
DFT (wB97M-V/def2-TZVPD) results for a structure of composition C37H31F11GeN5OPPtS2 at a distorted geometry.

Structure (XYZ):
```
90
Properties=species:S:1:pos:R:3:lowdin_spin:R:1
Pt 0.295 1.622 -0.261 0.052
S -0.696 3.568 1.200 0.275
C -1.769 4.228 0.058 0.119
C -2.679 5.180 0.564 0.006
N -3.402 5.941 1.025 0.040
C -1.802 3.897 -1.294 0.097
S -0.727 2.833 -2.081 0.348
C -2.801 4.454 -2.118 0.004
N -3.630 4.850 -2.803 0.025
F 2.309 4.056 0.383 0.005
C 2.587 3.045 1.228 0.000
C 1.932 1.836 1.036 -0.026
C 2.303 0.808 1.886 -0.007
F 1.752 -0.414 1.665 -0.003
C 3.232 0.949 2.907 -0.001
F 3.546 -0.088 3.692 -0.001
C 3.840 2.187 3.091 0.001
F 4.730 2.354 4.069 0.000
C 3.528 3.241 2.233 0.000
F 4.140 4.417 2.377 0.000
C -3.475 0.906 1.207 0.001
Ge -1.681 -0.094 1.229 -0.004
C -1.030 0.496 3.188 0.001
C -0.091 -0.209 3.912 -0.001
C 0.530 0.399 4.995 0.004
C 0.194 1.692 5.355 0.001
C -0.791 2.369 4.658 0.002
C -1.419 1.765 3.578 0.009
C -1.802 -2.114 1.758 0.001
C -0.573 -2.725 1.754 0.000
C -0.454 -4.115 1.822 0.000
C -1.581 -4.886 1.918 0.000
C -2.858 -4.296 1.930 0.000
C -4.022 -5.092 1.957 0.000
C -5.271 -4.529 1.971 0.000
C -5.399 -3.136 1.988 0.000
C -4.284 -2.334 1.980 0.000
C -2.986 -2.870 1.901 0.000
H -3.837 0.997 2.228 0.000
H -4.207 0.378 0.609 0.000
H -3.363 1.899 0.780 0.000
H 0.177 -1.220 3.647 0.000
H 1.275 -0.151 5.549 0.000
H 0.681 2.161 6.198 0.000
H -1.090 3.363 4.950 0.000
H -2.201 2.301 3.066 0.003
H 0.326 -2.139 1.648 0.000
H 0.527 -4.565 1.797 0.000
H -1.509 -5.959 2.008 0.000
H -3.903 -6.166 1.936 0.000
H -6.151 -5.153 1.975 0.000
H -6.382 -2.695 2.009 0.000
H -4.398 -1.266 2.051 0.000
C 3.461 0.103 -4.691 0.000
N 2.497 -0.562 -3.723 0.000
C 3.313 -1.418 -2.764 0.000
N 4.304 -0.647 -2.116 0.001
C 5.189 -0.022 -3.082 0.000
N 4.449 0.835 -3.992 0.002
C 3.936 2.016 -3.329 0.003
P 2.720 1.631 -1.937 0.012
C 1.710 0.448 -2.982 -0.001
C 3.754 0.280 -1.148 0.001
H 2.889 0.766 -5.346 0.000
H 3.935 -0.683 -5.287 0.000
H 1.849 -1.176 -4.225 0.000
H 3.782 -2.215 -3.352 0.000
H 2.622 -1.853 -2.039 0.000
H 5.697 -0.804 -3.654 0.000
H 5.938 0.573 -2.559 0.000
H 3.434 2.654 -4.062 0.000
H 4.779 2.581 -2.923 0.000
H 1.135 1.050 -3.692 0.000
H 1.005 -0.052 -2.304 -0.001
H 3.124 -0.280 -0.453 -0.001
H 4.570 0.732 -0.580 0.000
C -1.545 -0.214 -3.689 0.005
C -1.572 -0.860 -2.286 0.002
O -0.886 -0.241 -1.301 0.018
C -1.025 -2.309 -2.395 0.001
F -1.704 -3.111 -3.210 0.001
F -0.930 -2.908 -1.209 0.000
F 0.246 -2.278 -2.890 0.000
C -3.062 -0.951 -1.886 0.000
F -3.564 0.278 -1.745 0.000
F -3.830 -1.596 -2.765 0.000
F -3.234 -1.574 -0.709 0.000
H -0.611 -0.435 -4.195 0.000
H -1.656 0.864 -3.592 0.005
H -2.359 -0.601 -4.296 0.000
```

Its charge is +1. The value obtained for the total energy is -6209.6280 a.u. The HOMO-LUMO gap (spin up / spin down) comes out at 4.868 / 4.451 eV. The energy relative to the best compared isomer or geometry (same formula, charge and spin) comes out at 11.9 kcal per mole. Its expectation value of S² is 0.811. Its spin multiplicity is 2. For the molar mass, the calculation gives 1133.5 g/mol.